Molecular formula: C8H12N4
Method: DFT, ωB97M-V/def2-TZVPD

The geometry in XYZ format:
```
24
Properties=species:S:1:pos:R:3:forces:R:3:lowdin_charge:R:1
C -0.45923 -0.65970 1.48385 0.5 -1.9 -0.7 -0.065
C -1.01528 0.39585 2.29117 0.8 1.6 0.9 -0.426
C -0.39695 0.96133 3.39221 -0.4 -0.1 0.3 -0.059
N -1.22306 1.99948 3.71851 0.6 1.3 2.8 -0.001
C -2.26681 2.07267 2.92765 -0.3 -2.3 -3.5 -0.170
N -2.12220 1.08083 1.96330 -1.5 2.0 1.4 0.091
H -0.68301 -0.55478 0.40890 -0.1 -0.3 0.9 0.052
H -0.87517 -1.61796 1.83789 0.3 0.1 -0.4 0.089
H 0.63576 -0.68168 1.61474 -0.4 -0.2 -0.2 0.096
H 0.42898 0.70877 4.05716 -0.2 0.0 -0.6 0.118
H -1.13728 2.57386 4.56069 0.2 -0.4 -0.6 0.160
H -3.06142 2.81859 2.94489 0.4 -0.3 0.1 0.117
C 0.22849 0.70312 -1.60521 0.5 0.5 -0.7 -0.042
C 0.90549 -0.45360 -2.29274 -0.9 -0.9 1.3 -0.346
C 0.40876 -1.21394 -3.32150 0.2 0.6 -0.4 -0.073
N 1.46101 -1.99723 -3.66935 0.1 -2.2 -2.1 0.007
C 2.48316 -1.81869 -2.82592 -0.2 -0.7 0.9 -0.227
N 2.14014 -0.96179 -1.90998 0.2 1.7 0.0 0.087
H -0.59736 1.02606 -2.26115 0.3 0.1 0.4 0.082
H 1.01160 1.47979 -1.61722 -0.6 0.1 0.2 0.083
H -0.15646 0.60755 -0.57600 0.5 -0.1 -0.8 0.033
H -0.51434 -1.30735 -3.89356 0.3 0.5 0.4 0.120
H 1.46464 -2.67047 -4.43958 -0.1 0.5 0.6 0.156
H 3.34055 -2.49071 -2.78875 -0.2 0.5 -0.2 0.120
```
Positions in Å, forces in eV/Å.

## Properties
HOMO in hartree: -0.30586
SMILES: Cc1c[nH]cn1.Cc1c[nH]cn1
HOMO-LUMO gap in eV: 9.277
Total energy in eV: -14450.3259



Molecular formula: C8H12N4
Method: DFT, ωB97M-V/def2-TZVPD

The geometry in XYZ format:
```
24
Properties=species:S:1:pos:R:3:forces:R:3:lowdin_charge:R:1
C 1.43975 -7.51052 2.26595 0.4 -0.2 0.4 -0.075
C 0.36103 -6.71373 1.64071 -0.6 0.2 1.2 -0.357
C 0.08740 -6.58750 0.30637 -0.7 0.9 1.2 -0.057
N -1.01850 -5.69847 0.29838 0.7 -0.1 -1.4 0.024
C -1.25017 -5.34844 1.55735 -1.5 -0.5 3.3 -0.262
N -0.54630 -5.95842 2.52402 1.5 -0.5 -4.8 0.108
H 1.91946 -8.23199 1.58334 -0.3 0.4 0.2 0.076
H 1.01384 -8.06375 3.11985 0.3 0.2 -0.3 0.079
H 2.21055 -6.81828 2.64446 -0.2 -0.4 0.0 0.079
H 0.66313 -6.91540 -0.55914 -0.6 0.1 0.3 0.114
H -1.60477 -5.40698 -0.48766 0.6 -0.2 0.5 0.154
H -2.13647 -4.81466 1.90038 0.2 0.3 -0.7 0.116
C 0.33209 4.81725 -0.54683 1.0 0.1 -0.5 -0.052
C -0.01793 6.15746 -1.12954 -1.7 0.2 0.3 -0.355
C 0.57541 6.88681 -2.11282 -0.1 0.9 -0.2 -0.053
N -0.28232 8.00956 -2.29702 4.1 -0.5 -2.8 0.034
C -1.29497 7.85815 -1.51095 -2.4 0.9 1.6 -0.278
N -1.19810 6.80473 -0.76495 0.0 -1.2 0.6 0.084
H -0.43994 4.25265 0.00253 0.1 0.8 -0.4 0.079
H 1.19910 4.96637 0.11849 -0.3 -0.4 -0.2 0.075
H 0.65414 4.21883 -1.41562 0.1 -0.2 0.6 0.074
H 1.49065 6.76472 -2.69207 -0.4 0.1 0.3 0.110
H -0.05544 8.74147 -2.97478 -0.5 -0.4 0.6 0.156
H -2.10163 8.59012 -1.47047 0.2 -0.3 0.1 0.125
```
Positions in Å, forces in eV/Å.

## Properties
HOMO in hartree: -0.32115
SMILES: Cc1c[nH]cn1.Cc1c[nH]cn1
HOMO-LUMO gap in eV: 9.655
Total energy in eV: -14450.2881



Molecular formula: C8H12N4
Method: DFT, ωB97M-V/def2-TZVPD

The geometry in XYZ format:
```
24
Properties=species:S:1:pos:R:3:forces:R:3:lowdin_charge:R:1
C -3.03267 0.97184 -0.10722 0.2 0.3 -1.1 0.012
C -3.55102 -0.38878 -0.11204 2.5 3.1 0.8 0.049
C -1.35355 -0.31683 -0.02448 0.0 -2.4 -0.6 -0.258
C 2.07475 -1.72848 -0.06283 -0.5 0.5 -0.4 0.020
C 2.46312 -0.47518 -0.04323 -1.8 -1.1 -0.2 -0.009
C -0.06377 -0.80499 -0.11049 3.2 2.8 1.2 0.094
C 1.17889 1.29104 -1.16702 0.1 -0.5 -1.8 0.016
C 1.41846 1.14691 1.29248 0.5 3.0 1.3 0.011
N -1.69976 0.96804 -0.11695 -1.4 -0.2 0.4 0.147
N -2.52385 -1.17822 -0.03650 1.8 -1.3 0.2 0.164
N 0.68681 -1.86641 -0.06785 -4.2 -2.9 0.3 0.126
N 1.38314 0.47407 0.00249 -2.6 -2.2 0.2 -0.183
H -3.57478 1.92623 -0.23372 0.2 -0.9 0.3 0.152
H -4.48971 -0.64817 0.15674 -3.0 -1.1 0.1 0.123
H 2.64233 -2.59484 -0.19818 0.9 -1.1 0.2 0.142
H 3.45537 -0.22677 0.02124 2.1 1.2 0.0 0.138
H 0.16644 1.58944 -1.11026 -0.8 1.0 0.2 0.062
H 1.84646 2.17478 -1.16835 -0.1 -0.8 -0.5 0.148
H 1.13766 0.53668 -2.00279 1.0 1.4 0.2 0.150
H 0.99994 2.19070 1.45836 -0.3 -1.1 -1.6 0.148
H 0.82045 0.57045 1.96318 0.7 -0.7 1.1 0.106
H 2.49475 1.43053 1.47082 -0.9 -1.2 0.6 0.146
H -2.58742 -2.22498 0.14844 0.2 1.9 -0.4 0.227
H 0.10797 -2.81704 0.04819 2.3 2.3 -0.4 0.269
```
Positions in Å, forces in eV/Å.

## Properties
HOMO (alpha / beta) in hartree: -0.63063 / -0.63064
Total charge: +2
HOMO-LUMO gap (alpha / beta) in eV: 7.651 / 7.651
Total energy in eV: -14429.7744



Molecular formula: C8H12N5O2
Method: DFT, ωB97M-V/def2-TZVPD

The geometry in XYZ format:
```
27
Properties=species:S:1:pos:R:3:forces:R:3:lowdin_charge:R:1
C 0.08483 -1.14045 -1.81072 0.9 -3.3 -0.4 -0.015
N -0.11581 0.20450 -1.52291 -0.8 4.7 -0.8 -0.063
C 0.14343 1.26009 -2.43667 -0.2 -0.2 -0.6 0.032
C -0.44150 2.40652 -1.95755 1.1 -2.7 -0.3 -0.001
N -1.03108 2.06716 -0.78304 0.2 -2.1 1.0 0.191
C -0.80099 0.76765 -0.54726 -0.3 -1.7 1.0 -0.136
C -1.33754 -0.07486 0.57577 0.8 -0.8 -2.2 -0.383
N -2.16864 -1.15641 0.22247 0.1 -0.1 -0.2 0.194
C -2.28510 -2.06680 1.27453 0.4 0.1 -0.2 -0.512
O -3.03507 -2.98344 1.36013 -0.5 -0.4 0.0 0.139
N -1.27309 -1.72534 2.16901 0.2 0.0 3.4 0.180
C -0.72137 -0.45890 1.86519 0.9 -0.4 -1.1 -0.354
C 0.68735 -0.09479 2.30566 -0.5 -2.0 -1.5 -0.133
N 1.38154 0.66753 1.27326 -0.3 0.9 0.5 0.037
O -1.67046 0.55995 1.69486 -1.7 2.9 2.8 0.148
H 0.01736 -1.83989 -0.91023 0.3 1.3 -1.1 0.132
H -0.72008 -1.47293 -2.52069 1.0 0.1 0.4 0.131
H 1.11664 -1.17337 -2.25556 -1.1 -0.6 0.2 0.127
H 0.59808 1.08655 -3.43381 -0.2 0.1 1.1 0.154
H -0.36960 3.34158 -2.37993 -0.2 1.9 -0.6 0.113
H -1.60595 2.51346 -0.10364 -0.2 1.2 0.2 0.183
H -2.75185 -1.17897 -0.58079 -0.6 -0.1 -0.3 0.158
H -1.41139 -1.94165 3.22982 0.2 0.2 -2.8 0.225
H 1.16043 -1.10247 2.31341 -0.1 0.7 1.1 0.139
H 0.54300 0.41819 3.25080 0.8 0.0 0.2 0.136
H 2.11358 0.15980 0.77764 -0.2 0.1 0.6 0.095
H 1.77620 1.46664 1.74346 0.4 0.2 -0.5 0.084
```
Positions in Å, forces in eV/Å.

## Properties
HOMO in hartree: -0.48322
Total charge: +1
SMILES: C[n+]1cc[nH]c1[C@@]12NC(=O)N[C@]1(CN)O2
HOMO-LUMO gap in eV: 10.072
Total energy in eV: -20029.0355



So what do the calculations give for energy above the lowest of the compared OMol25 structures with the same formula, charge and spin? Going down the list: 28.3, 29.1, 107.0, 22.8 kcal/mol.
So what do the calculations give for M? Going down the list: 164.21, 164.21, 164.21, 210.22 g/mol.